A molecular structure, C28H52N4O40S10. Source: the OMol25 dataset; level of theory: the ωB97M-V functional and the def2-TZVPD basis.

The geometry in ORCA input format:
```
! wB97M-V def2-TZVPD RIJCOSX def2/J DEFGRID3
* xyz 0 1
C -3.08 -2.89 -4.35
C -3.20 -3.43 -2.97
N -3.40 -3.86 -1.93
H -3.84 -2.16 -4.50
H -3.23 -3.65 -5.09
H -2.08 -2.48 -4.47
C -0.30 5.52 -0.17
C -1.09 4.69 -1.07
N -1.71 3.94 -1.67
H 0.23 4.85 0.51
H -0.97 6.21 0.38
H 0.43 6.11 -0.76
C -4.70 3.64 -0.14
C -3.96 4.42 0.83
N -3.30 5.04 1.52
H -4.79 2.65 0.23
H -4.17 3.58 -1.07
H -5.70 4.09 -0.26
C -1.39 5.07 4.53
C -0.04 4.85 3.88
N 0.93 4.65 3.30
H -2.11 4.68 3.85
H -1.56 6.12 4.68
H -1.40 4.45 5.41
C 2.20 0.91 6.36
C 1.36 0.53 5.19
O 2.24 0.09 4.13
S 3.80 0.40 4.51
O 4.18 1.63 3.86
O 4.57 -0.76 4.28
O 3.58 0.59 6.10
H 1.98 0.37 7.28
H 1.98 1.99 6.58
H 0.74 1.32 4.77
H 0.77 -0.31 5.45
C -6.10 -2.35 -0.12
C -5.33 -2.08 1.20
O -4.60 -0.88 1.03
S -4.19 -0.80 -0.54
O -2.86 -1.40 -0.76
O -4.36 0.55 -0.94
O -5.24 -1.76 -1.19
H -7.03 -1.80 -0.24
H -6.39 -3.42 -0.31
H -4.63 -2.92 1.37
H -6.00 -1.98 1.98
C 3.93 0.47 -3.66
C 3.93 0.60 -5.21
O 2.84 -0.37 -5.53
S 1.68 0.03 -4.59
O 0.74 -1.06 -4.37
O 1.23 1.35 -4.91
O 2.59 0.12 -3.37
H 4.20 1.35 -3.08
H 4.54 -0.34 -3.37
H 4.81 0.32 -5.76
H 3.53 1.54 -5.69
C 5.03 3.40 1.21
C 3.63 3.83 1.46
O 3.09 4.05 0.18
S 3.69 3.06 -0.85
O 4.09 3.70 -2.04
O 2.82 1.93 -1.06
O 4.82 2.59 0.01
H 5.34 2.71 2.02
H 5.73 4.16 0.95
H 3.51 4.73 2.01
H 3.08 2.98 1.85
C 3.91 -4.92 -3.13
C 3.95 -3.78 -4.20
O 2.66 -3.14 -4.01
S 1.71 -3.76 -2.91
O 0.47 -4.06 -3.55
O 1.70 -3.12 -1.66
O 2.54 -5.10 -2.84
H 4.53 -4.74 -2.25
H 4.22 -5.86 -3.51
H 3.81 -4.16 -5.19
H 4.73 -3.05 -4.10
C -3.85 -0.08 4.11
C -2.98 -1.24 4.49
O -2.11 -0.65 5.54
S -2.98 0.21 6.50
O -2.22 1.37 6.93
O -3.59 -0.57 7.56
O -4.00 0.64 5.32
H -4.84 -0.54 3.81
H -3.38 0.53 3.36
H -2.32 -1.63 3.68
H -3.47 -2.05 4.97
C -1.71 2.12 -5.15
C -2.10 1.35 -3.90
O -3.07 0.47 -4.46
S -3.98 1.05 -5.67
O -5.24 1.60 -5.30
O -3.94 0.08 -6.71
O -2.93 2.27 -5.90
H -0.93 1.59 -5.76
H -1.29 3.14 -5.03
H -2.43 2.07 -3.16
H -1.32 0.70 -3.38
C -0.49 -4.86 0.11
C -1.55 -5.89 0.08
O -2.57 -5.43 1.13
S -1.99 -4.22 2.00
O -2.07 -4.53 3.36
O -2.43 -2.94 1.49
O -0.50 -4.36 1.50
H -0.77 -3.98 -0.51
H 0.51 -5.15 -0.04
H -1.06 -6.77 0.54
H -2.00 -6.01 -0.97
C 4.21 -0.59 1.32
C 3.51 -1.84 1.30
O 4.53 -2.71 0.67
S 5.56 -1.95 -0.23
O 5.45 -2.31 -1.60
O 6.83 -2.00 0.31
O 4.86 -0.56 -0.01
H 5.05 -0.59 2.02
H 3.61 0.30 1.44
H 2.56 -1.83 0.74
H 3.41 -2.27 2.33
C -0.41 1.07 -0.90
C 0.55 -0.01 -0.46
O 0.20 -0.19 0.92
S -0.07 1.24 1.64
O 1.20 1.79 1.91
O -1.05 1.22 2.63
O -0.58 1.95 0.28
H -1.33 0.75 -1.23
H 0.15 1.51 -1.78
H 1.69 0.23 -0.48
H 0.32 -0.99 -0.85
*
```

## Properties
relative energy (zero: lowest compared OMol25 entry of this formula, charge and spin) = 0.0 kJ/mol
frontier orbital gap = 10.82 eV
LUMO = 0.0080 Ha
E_HOMO = -10.602 eV

***

4 unconnected molecules or ions with the total composition C28H53BrClN2O13P3S4. Source: the OMol25 dataset; level of theory: the ωB97M-V functional and the def2-TZVPD basis.

The geometry in ORCA input format:
```
! wB97M-V def2-TZVPD RIJCOSX def2/J DEFGRID3
* xyz 0 1
C 5.63 -2.18 0.04
C 4.58 -2.27 -0.78
C 3.06 -2.18 -1.37
C 2.76 -0.81 -2.17
O 4.08 -0.48 -2.71
S 3.86 0.38 -4.11
O 3.30 -0.48 -5.26
O 5.16 0.89 -4.73
C 2.68 1.80 -3.65
P 1.31 1.55 -4.93
O 0.45 0.03 -4.68
Cl -0.31 2.97 -4.74
P 3.65 3.33 -4.38
O 2.80 4.79 -4.24
Br 3.56 3.02 -6.67
C 2.37 1.90 -2.06
N 3.49 2.57 -1.41
C 3.36 3.79 -0.62
C 3.74 5.26 -1.26
O 3.10 3.90 0.65
C 4.86 2.17 -1.30
C 5.50 1.90 0.20
O 5.81 2.15 -2.17
P 0.87 2.97 -1.56
O 0.38 2.91 0.05
O 0.75 4.52 -2.17
C 1.98 0.38 -1.43
C 2.40 0.39 0.13
C 1.67 -0.54 1.19
C 1.96 0.13 2.67
S 3.66 -0.44 3.19
C 0.38 0.11 -1.47
C -0.08 -1.46 -1.51
C -1.72 -1.47 -1.63
S -2.46 -2.00 -0.01
C -4.33 -1.84 -0.13
S -5.35 -3.10 -0.69
N -4.91 -0.54 0.31
C -5.27 0.34 -0.87
C -5.70 1.78 -0.27
O -6.84 1.69 0.66
C -6.56 0.72 1.71
C -6.21 -0.73 1.04
H 6.44 -2.03 0.84
H 2.27 -2.51 -0.62
H 3.06 -3.01 -2.19
H 2.11 -1.12 -3.09
H 0.08 -0.17 -5.58
H 1.94 4.81 -4.72
H 2.80 5.90 -1.42
H 4.42 5.77 -0.46
H 4.39 5.11 -2.19
H 6.26 2.72 0.48
H 4.66 1.86 1.01
H 5.95 0.83 0.19
H -0.56 2.59 0.16
H -0.11 4.91 -1.85
H 3.53 0.05 0.15
H 2.42 1.45 0.63
H 2.11 -1.62 1.32
H 0.53 -0.64 1.15
H 1.80 1.27 2.68
H 1.19 -0.31 3.41
H 3.68 -0.81 4.55
H -0.20 0.56 -2.35
H -0.19 0.50 -0.53
H 0.30 -2.04 -2.42
H 0.17 -2.05 -0.56
H -2.08 -0.41 -1.95
H -2.00 -2.21 -2.49
H -4.32 0.40 -1.55
H -6.13 -0.17 -1.47
H -6.00 2.45 -1.17
H -4.85 2.30 0.32
H -7.48 0.61 2.40
H -5.63 1.11 2.30
H -6.16 -1.58 1.83
H -7.09 -0.96 0.32
C -1.31 -6.26 -1.10
C -1.13 -5.13 -2.09
O -2.40 -4.66 -2.53
H -1.86 -7.08 -1.55
H -0.34 -6.63 -0.76
H -1.88 -5.92 -0.23
H -0.57 -5.47 -2.97
H -0.58 -4.29 -1.65
H -2.88 -4.35 -1.74
C -9.48 2.86 5.04
C -8.08 3.18 5.53
O -7.11 2.64 4.65
H -9.61 1.78 4.95
H -10.24 3.26 5.71
H -9.64 3.28 4.04
H -7.92 2.74 6.52
H -7.93 4.26 5.61
H -7.26 3.04 3.78
C 4.72 -5.05 4.58
C 4.54 -3.62 5.07
O 3.18 -3.39 5.43
H 4.07 -5.24 3.72
H 5.76 -5.23 4.30
H 4.43 -5.76 5.36
H 4.80 -2.91 4.28
H 5.17 -3.42 5.94
H 2.96 -4.02 6.14
*
```

## Properties
frontier orbital gap = 6.51 eV
SMILES = C#CC[C@@H]1OS(=O)(=O)[C@](P(O)Cl)(P(O)Br)[C@@](N(C(C)=O)C(C)=O)(P(O)O)[C@@]1(CCCS)CCCSC(=S)N1CCOCC1.CCO.CCO.CCO
LUMO = -0.0468 Ha
E_HOMO = -7.780 eV

***

6 unconnected molecules or ions with the total composition C28H53NO19S5. Source: the OMol25 dataset; level of theory: the ωB97M-V functional and the def2-TZVPD basis.

The geometry in ORCA input format:
```
! wB97M-V def2-TZVPD RIJCOSX def2/J DEFGRID3
* xyz 0 1
C -4.84 -0.88 -1.33
C -4.94 -1.98 -0.88
C -5.08 -3.44 -0.44
C -6.56 -3.87 -0.62
C -7.64 -2.92 0.02
N -7.31 -2.36 1.33
O -4.66 -3.64 0.91
C -3.90 -2.60 1.42
O -4.25 -2.08 2.44
O -4.31 -4.19 -1.40
C -3.74 -5.34 -0.84
O -4.39 -6.23 -0.40
C -2.21 -5.38 -0.84
C -1.54 -4.15 -1.10
C -0.13 -4.11 -1.08
C 0.56 -5.32 -0.80
C -0.11 -6.54 -0.56
C -1.52 -6.59 -0.58
H -5.06 0.06 -1.82
H -6.75 -3.85 -1.72
H -6.64 -4.93 -0.32
H -8.55 -3.54 0.17
H -7.91 -2.13 -0.70
H -6.47 -1.80 1.33
H -7.31 -3.05 2.07
H -2.96 -2.24 0.95
H -2.13 -3.25 -1.31
H 0.43 -3.17 -1.26
H 1.66 -5.28 -0.77
H 0.47 -7.44 -0.34
H -2.08 -7.51 -0.42
O 2.39 -2.04 -0.98
S 3.74 -1.62 -0.70
O 4.13 -1.25 0.63
O 4.15 -0.45 -1.70
C 3.32 0.72 -1.76
C 3.50 1.62 -0.55
C 4.86 -2.84 -1.28
H 2.27 0.44 -1.89
H 3.62 1.27 -2.66
H 3.14 1.13 0.35
H 2.94 2.54 -0.67
H 4.55 1.85 -0.40
H 4.60 -3.11 -2.31
H 4.77 -3.71 -0.63
H 5.87 -2.44 -1.23
O 3.85 -3.64 -4.15
S 2.63 -3.89 -4.87
O 2.05 -5.20 -4.91
O 2.78 -3.34 -6.36
C 3.87 -3.83 -7.16
C 3.65 -5.25 -7.63
C 1.40 -2.76 -4.33
H 4.81 -3.74 -6.60
H 3.94 -3.17 -8.02
H 3.65 -5.95 -6.79
H 4.45 -5.56 -8.31
H 2.69 -5.35 -8.13
H 1.82 -1.76 -4.32
H 1.10 -3.05 -3.32
H 0.54 -2.82 -5.00
O 4.24 5.22 0.11
S 3.87 6.47 0.70
O 4.78 7.58 0.72
O 3.34 6.21 2.18
C 4.20 5.51 3.10
C 5.35 6.38 3.59
C 2.35 7.02 0.01
H 4.58 4.59 2.64
H 3.58 5.22 3.95
H 6.03 6.64 2.77
H 5.92 5.86 4.36
H 4.97 7.32 4.00
H 1.64 6.20 0.02
H 2.55 7.33 -1.01
H 1.98 7.86 0.59
O -3.11 5.78 0.36
S -2.19 6.40 1.26
O -0.86 5.90 1.42
O -2.88 6.53 2.70
C -3.38 5.33 3.32
C -2.26 4.46 3.87
C -2.10 8.12 0.90
H -4.01 4.78 2.63
H -4.01 5.65 4.15
H -1.64 4.06 3.06
H -2.67 3.61 4.42
H -1.61 5.03 4.52
H -3.11 8.52 0.81
H -1.56 8.23 -0.04
H -1.55 8.62 1.70
O -1.31 0.74 1.78
S -1.25 0.54 3.20
O -0.96 1.62 4.10
O -0.25 -0.67 3.51
C 1.10 -0.58 3.02
C 1.92 0.40 3.83
C -2.73 -0.26 3.73
H 1.10 -0.33 1.96
H 1.53 -1.58 3.12
H 1.55 1.42 3.71
H 2.96 0.38 3.51
H 1.87 0.17 4.90
H -2.95 -1.11 3.07
H -3.54 0.47 3.67
H -2.60 -0.58 4.76
*
```

## Properties
relative energy (zero: lowest compared OMol25 entry of this formula, charge and spin) = 0.0 kJ/mol
frontier orbital gap = 9.20 eV
SMILES = C#C[C@](CCN)(OC=O)OC(=O)c1ccccc1.CCOS(C)(=O)=O.CCOS(C)(=O)=O.CCOS(C)(=O)=O.CCOS(C)(=O)=O.CCOS(C)(=O)=O
LUMO = 0.0069 Ha
E_HOMO = -9.013 eV

***

A molecular structure, C28H54BFeGeN2P2. Source: the OMol25 dataset; level of theory: the ωB97M-V functional and the def2-TZVPD basis.

The geometry in ORCA input format:
```
! wB97M-V def2-TZVPD RIJCOSX def2/J DEFGRID3
* xyz -1 1
Fe -0.40 0.16 0.86
C -1.75 1.44 -2.43
C -1.84 2.64 -1.51
C -1.64 3.90 -2.37
C -3.25 2.67 -0.92
P -0.59 2.19 -0.11
C 1.03 2.41 -1.07
N 1.54 1.07 -1.25
B 1.11 0.03 -0.32
N 1.62 -1.20 -0.93
C 1.08 -2.45 -0.42
P -0.69 -2.02 0.08
C -1.13 -3.15 1.56
C 0.03 -3.14 2.57
C -1.47 -4.62 1.31
C -2.34 -2.47 2.22
C -1.59 -2.82 -1.42
C -1.23 -2.00 -2.66
C -3.10 -2.67 -1.20
C -1.24 -4.27 -1.77
C 2.17 -0.92 -2.16
C 2.68 -1.75 -3.15
C 3.14 -1.18 -4.34
C 3.10 0.19 -4.54
C 2.59 1.04 -3.55
C 2.13 0.49 -2.37
C -0.62 3.65 1.09
C 0.69 3.66 1.87
C -0.83 5.03 0.48
C -1.74 3.35 2.10
H -2.56 1.47 -3.18
H -0.80 1.38 -2.97
H -1.85 0.54 -1.83
H -2.28 3.82 -3.25
H -1.92 4.82 -1.86
H -0.62 4.01 -2.73
H -3.99 2.63 -1.72
H -3.41 1.80 -0.27
H -3.43 3.57 -0.33
H 0.89 2.91 -2.03
H 1.72 3.01 -0.48
H 1.15 -3.25 -1.15
H 1.62 -2.75 0.48
H 0.85 -3.77 2.24
H 0.39 -2.13 2.73
H -0.34 -3.54 3.53
H -0.61 -5.17 0.92
H -1.72 -5.07 2.28
H -2.31 -4.77 0.65
H -2.08 -1.44 2.48
H -3.21 -2.45 1.57
H -2.61 -3.00 3.14
H -1.59 -0.98 -2.59
H -0.16 -1.98 -2.85
H -1.71 -2.46 -3.54
H -3.35 -1.65 -0.89
H -3.64 -2.88 -2.13
H -3.49 -3.35 -0.44
H -0.29 -4.31 -2.32
H -1.16 -4.94 -0.92
H -2.01 -4.67 -2.44
H 2.71 -2.82 -3.00
H 3.53 -1.82 -5.12
H 3.45 0.61 -5.47
H 2.55 2.12 -3.71
H 1.51 4.09 1.30
H 0.56 4.27 2.78
H 0.95 2.65 2.18
H -0.15 5.22 -0.35
H -1.86 5.17 0.13
H -0.64 5.78 1.25
H -1.54 2.39 2.60
H -1.77 4.13 2.86
H -2.72 3.29 1.64
C 3.12 -1.55 2.30
Ge 2.24 0.08 2.96
C 3.49 1.46 2.32
C 2.56 0.03 4.91
C 0.40 0.24 2.44
H 4.18 -1.52 2.54
H 3.01 -1.61 1.21
H 2.68 -2.45 2.73
H 4.51 1.15 2.57
H 3.30 2.44 2.78
H 3.41 1.57 1.23
H 3.63 -0.10 5.11
H 2.02 -0.80 5.37
H 2.22 0.96 5.39
H -0.26 0.34 3.33
*
```

## Properties
frontier orbital gap (spin up / spin down) = 5.39 / 5.38 eV
LUMO (spin up / spin down) = 0.1005 / 0.1005 Ha
E_HOMO (spin up / spin down) = -2.650 / -2.649 eV

***

no.,largest force on an atom (eV Å⁻¹)
1,5.32
2,7.83
3,2.05
4,0.98